The following is a quantum chemistry calculation of a structure of composition C34H41As3BaN4O4 in a non-equilibrium geometry, from the Open Molecules 2025 dataset.

Each line ends with the Mulliken charge.
Atoms and positions in Å:
Ba: -0.77521 -0.26952 0.34989  1.20
C: 1.08191 2.90829 2.05691  -1.45
As: -0.04843 2.55537 0.49910  1.22
C: -1.51269 3.73151 1.05302  -1.44
C: 0.92652 3.74507 -0.75124  -1.62
C: 0.45116 3.82308 -2.20720  2.80
C: -0.96994 4.40474 -2.27138  -2.07
C: 0.49142 2.44877 -2.90329  -1.38
As: -1.02089 1.17628 -2.68533  0.70
C: -2.21689 1.86048 -4.09938  -1.34
C: -0.20070 -0.21295 -3.79726  -1.26
C: 1.36320 4.80372 -2.96839  -2.19
As: 3.34588 4.66730 -3.16860  0.29
C: 3.75847 2.75035 -2.98170  -0.87
C: 3.92466 5.21977 -1.36787  -1.04
H: 1.10366 3.96997 2.30134  0.45
H: 2.09928 2.56089 1.88020  0.36
H: 0.66123 2.35440 2.89674  0.42
H: -1.19353 4.77344 1.05019  0.44
H: -1.79201 3.44464 2.06674  0.39
H: -2.38678 3.61961 0.41383  0.37
H: 1.95248 3.36651 -0.74362  -0.19
H: 0.94600 4.75162 -0.32193  0.60
H: -1.68060 3.73423 -1.78313  0.18
H: -1.28037 4.54011 -3.30914  0.39
H: -1.01388 5.37679 -1.77627  0.50
H: 1.37177 1.89215 -2.57314  0.16
H: 0.58655 2.59562 -3.98284  0.71
H: -1.63972 2.32739 -4.89718  0.35
H: -2.93033 2.57989 -3.70270  0.35
H: -2.77091 1.01788 -4.51252  0.46
H: 0.15729 0.20577 -4.73809  0.45
H: -0.93677 -0.98733 -4.01018  0.43
H: 0.62809 -0.67909 -3.26402  0.30
H: 1.23686 5.80363 -2.53788  0.56
H: 0.99801 4.88017 -3.99695  0.57
H: 3.33193 2.19072 -3.81313  0.29
H: 3.42015 2.31796 -2.03989  0.10
H: 4.84278 2.64885 -3.03384  0.43
H: 3.44890 6.16500 -1.10628  0.31
H: 5.00181 5.38454 -1.39013  0.42
H: 3.70573 4.48431 -0.59468  0.23
N: 4.22297 -9.77782 0.07722  -0.53
C: 3.68877 -8.75983 0.07476  -0.08
C: 3.03845 -7.48503 0.07515  0.59
C: 3.45026 -6.50032 -0.82286  -0.83
C: 2.83245 -5.26350 -0.81933  0.09
C: 1.79859 -4.99391 0.07187  -0.91
C: 1.38666 -5.98129 0.96062  0.11
C: 2.00027 -7.22088 0.96731  -0.81
C: 1.14246 -3.65180 0.07530  0.49
C: -0.02668 -3.55465 -0.68788  0.17
C: -0.62309 -4.63919 -1.40071  -0.45
C: -1.74329 -4.13882 -2.01900  -1.29
C: -1.79035 -2.76889 -1.67233  -0.75
N: -0.78240 -2.40771 -0.88865  0.58
C: 1.79654 -2.67775 0.84046  0.03
C: 3.02174 -2.88196 1.54627  -0.64
C: 3.32327 -1.69493 2.16894  -1.22
C: 2.27268 -0.81076 1.83606  -0.53
N: 1.36686 -1.37405 1.04645  0.48
H: 4.25185 -6.71588 -1.51636  0.45
H: 3.15218 -4.49489 -1.51132  0.48
H: 0.58040 -5.77077 1.65155  0.50
H: 1.68273 -7.98989 1.65840  0.46
H: -0.25572 -5.65283 -1.42757  0.52
H: -2.44876 -4.67174 -2.63624  0.44
H: -2.53514 -2.04370 -1.98329  0.60
H: 3.59129 -3.79702 1.57655  0.52
H: 4.18127 -1.47102 2.78257  0.45
H: 2.14896 0.21178 2.17351  0.38
O: -1.44523 0.60695 2.42548  -0.99
C: -2.55572 0.04734 2.23956  0.98
O: -2.88699 -0.50541 1.16185  -0.97
C: -3.54374 0.02863 3.38056  0.14
C: -3.43246 0.93925 4.42372  -0.31
C: -4.34702 0.92656 5.46034  -0.50
C: -5.36187 -0.01829 5.45032  0.05
C: -5.47967 -0.94400 4.42468  -0.54
C: -4.56945 -0.90999 3.38512  -0.32
N: -6.33224 -0.03508 6.54651  1.00
O: -7.20505 -0.88195 6.51706  -0.61
O: -6.20150 0.78890 7.43236  -0.61
H: -2.62042 1.65398 4.42120  0.40
H: -4.28569 1.62903 6.27825  0.47
H: -6.27934 -1.66929 4.45281  0.47
H: -4.64493 -1.60954 2.56393  0.46

Properties
Relative energy (zero: lowest compared OMol25 entry of this formula, charge and spin) in eV: 1.198
Energy in a.u.: -8572.90597
E_HOMO in eV: -7.545
Orbital gap in eV: 6.871
LUMO level in eV: -0.674